19
Properties=species:S:1:pos:R:3 method="wB97M-V/def2-TZVPD" e_homo_ev=-12.693 homo_lumo_gap_ha=0.274 charge=+1 de_lowest_ev=2.184 energy_ev=-17696.5023
C -3.29314 -0.64053 0.09480
C -2.28084 0.21680 0.19770
C 0.95007 1.06299 0.54536
C 0.03304 0.79643 -0.68424
C -0.96472 -0.18407 -0.31022
N -0.69455 -1.48805 -0.24873
S 4.19866 -0.30894 -0.12501
H -4.23438 -0.60434 0.59612
H -3.22108 -1.59893 -0.52534
H -2.65183 1.21665 0.42547
H 1.04654 0.08912 1.08199
H 0.42884 1.87574 1.18278
H 1.91017 1.33609 0.35811
H 0.64703 0.28264 -1.51607
H -0.43918 1.68253 -0.97947
H -1.42467 -2.15881 0.05697
H 5.23140 0.10734 -0.69544
H 0.24415 -1.78889 -0.43861
H 4.51448 0.10625 0.98383



18
Properties=species:S:1:pos:R:3 method="wB97M-V/def2-TZVPD" e_homo_ev=-9.187 homo_lumo_gap_ha=0.365 de_lowest_ev=1.490 energy_ev=-10269.3607
H 1.56578 -1.05134 -1.07821
N 1.97233 -1.66624 -0.29321
C 1.52462 -1.40783 0.84188
C 0.72429 -0.17694 1.25586
N 1.17803 1.00213 0.73027
N -0.21660 -0.32946 2.08944
H -0.66541 0.53872 2.38167
H 1.66276 -2.11550 1.65388
H 2.03508 1.01450 0.20353
H 0.83748 1.87834 1.09368
H 0.19586 0.79528 -2.20354
N 0.06294 -0.16551 -1.88449
C -0.96633 -0.34174 -1.17379
C -1.99222 0.66718 -0.77741
H -1.13800 -1.35741 -0.82914
H -2.94477 0.41087 -1.23216
H -2.12863 0.63237 0.30455
H -1.70721 1.67256 -1.08283



44
Properties=species:S:1:pos:R:3 method="wB97M-V/def2-TZVPD" multiplicity=2 s2=0.7608 e_homo_ev="2.970 / 2.971" homo_lumo_gap_ha="0.125 / 0.124" charge=-3 de_lowest_ev=1.129 energy_ev=-62688.4055
Ag 3.35755 -3.00747 -25.66535
O 1.70994 -8.00929 -24.56248
C 1.62384 -6.97390 -23.70467
C 1.61559 -5.52920 -24.29864
O 2.44949 -5.23886 -25.34413
H 2.46412 -6.98176 -22.98262
H 0.77831 -7.07893 -22.98917
H 1.85299 -4.80929 -23.49377
H 0.59213 -5.24923 -24.60431
O 4.08942 -2.91299 -27.91280
C 3.93593 -1.83672 -28.79109
C 3.44237 -2.08956 -30.24562
O 4.01768 -3.09292 -30.98280
H 4.89836 -1.28923 -28.84584
H 3.19343 -1.14440 -28.33145
H 3.52682 -1.11719 -30.79841
H 2.32810 -2.23631 -30.23465
N 5.16914 -2.84434 -24.46539
S 6.48092 -2.02667 -24.53781
O 7.59937 -2.70904 -25.14182
O 6.70937 -0.99528 -23.53887
F 6.03985 -1.10365 -25.79377
S 5.65807 -3.75974 -23.12970
O 5.31129 -3.24153 -21.82911
O 6.88779 -4.51691 -23.17680
F 4.55657 -4.90433 -23.28305
C 2.49482 -1.46460 -22.80234
O 1.92269 -2.25592 -23.84401
H 2.95813 -2.11704 -22.06027
H 3.23068 -0.77378 -23.20921
H 1.70719 -0.83605 -22.36674
H 1.03112 -2.50039 -23.59158
C 2.14509 0.09686 -26.29561
O 3.32472 -0.51769 -25.84145
H 1.30101 -0.06142 -25.62390
H 2.29476 1.18527 -26.36328
H 1.82469 -0.20578 -27.29630
H 4.04905 -0.16939 -26.37508
C -0.11705 -2.61139 -26.60153
O 1.19475 -2.96046 -26.93647
H -0.22564 -2.63367 -25.51327
H -0.36684 -1.59751 -26.93755
H -0.86515 -3.33840 -26.94120
H 1.25968 -3.31152 -27.83498



41
Properties=species:S:1:pos:R:3 method="wB97M-V/def2-TZVPD" e_homo_ev=-3.038 homo_lumo_gap_ha=0.182 charge=-1 energy_ev=-143043.9809
O 0.67958 -3.26153 -0.18918
S 2.22042 -3.11017 0.06857
O 2.75344 -4.57449 0.24443
C 2.94973 -2.21187 -1.41293
C 2.57091 -0.60903 -1.37349
C 2.12231 -0.14388 0.13572
C 2.36826 1.47917 0.26690
C 1.11565 2.29028 0.97232
C -0.03813 2.78669 -0.13237
F 0.30750 2.41774 -1.53037
F 0.03492 4.29572 -0.08824
C -1.56370 2.40243 0.32670
F -1.66856 2.80371 1.77949
F -2.47729 3.33269 -0.40310
C -1.95913 0.81848 0.19451
F -1.49749 0.15227 -1.04545
F -1.29683 0.10542 1.33037
C -3.62015 0.64254 0.20757
F -4.14663 1.03285 -1.15395
F -4.28142 1.61338 1.15548
C -4.11740 -0.84805 0.67347
F -5.62534 -0.82770 0.57726
F -3.82461 -1.18087 2.09988
C -3.61360 -2.08204 -0.28060
F -4.60368 -3.20275 -0.06349
F -2.28838 -2.64936 0.08908
F -3.63652 -1.80318 -1.73542
C 2.90583 -0.90627 1.35772
Br 4.92547 -0.84161 1.20034
O 2.45512 -2.30852 1.56599
H 2.52860 -2.63631 -2.43346
H 4.12245 -2.33663 -1.40664
H 3.40254 0.09243 -1.81034
H 1.61840 -0.45936 -2.07489
H 0.98133 -0.39130 0.24886
H 3.28945 1.60550 1.01579
H 2.72543 1.99267 -0.74036
H 0.64004 1.69029 1.87487
H 1.60593 3.25779 1.47129
H 2.66090 -0.33596 2.37712
I -0.72534 1.90881 -3.35949



11
Properties=species:S:1:pos:R:3 method="wB97M-V/def2-TZVPD" e_homo_ev="-8.787 / -8.783" homo_lumo_gap_ha="0.291 / 0.291" de_lowest_ev=5.357 energy_ev=-7761.1695
O -1.73559 -0.07319 -0.22788
C -0.54662 -0.24577 -0.69818
C 0.44307 0.95217 -0.55805
C 0.66659 0.64661 0.90655
C -0.10738 -0.40751 1.01207
N 0.00840 -1.40455 -1.03089
H -0.05033 1.90913 -0.73682
H 1.33870 0.82305 -1.16809
H 1.26170 1.13353 1.66892
H -0.55959 -1.19416 1.59173
H -0.73416 -2.10914 -0.96923



40
Properties=species:S:1:pos:R:3 method="wB97M-V/def2-TZVPD" multiplicity=2 s2=0.7629 e_homo_ev="2.829 / 2.974" homo_lumo_gap_ha="0.108 / 0.103" charge=-3 energy_ev=-57049.3547
Na -27.81948 -3.14820 -23.94285
B -28.77229 -0.92556 -22.27778
F -29.35029 -0.30712 -21.23813
F -27.98311 -1.94140 -21.79202
F -29.72721 -1.41460 -23.18580
F -27.97960 0.03374 -22.77132
B -28.49490 -4.99658 -26.11112
F -27.32723 -4.90294 -25.46190
F -29.27813 -5.99869 -25.68689
F -29.05427 -3.74890 -25.77934
F -28.15546 -5.07233 -27.41807
P -26.25272 -1.36686 -25.56512
O -25.81551 -2.45678 -24.58246
O -25.51992 -0.09612 -25.05484
O -27.77774 -0.99067 -25.50841
O -25.76291 -1.80165 -26.92282
C -32.68785 -3.25588 -20.71448
O -32.07881 -4.40054 -21.30708
C -30.69820 -4.09730 -21.86753
C -29.85049 -5.40451 -22.09309
N -28.43535 -5.11667 -22.17967
C -27.90064 -4.91190 -20.79352
C -26.36076 -4.77170 -20.88449
O -25.73224 -5.83155 -21.55160
C -25.57381 -7.02677 -20.80388
H -33.71180 -3.49088 -20.42398
H -32.65875 -2.46113 -21.45988
H -32.12674 -2.98895 -19.81893
H -30.06199 -3.53705 -21.18235
H -30.69524 -3.50609 -22.78326
H -30.23512 -5.62521 -23.08880
H -30.20025 -6.27581 -21.53936
H -27.90378 -5.88459 -22.56416
H -28.03057 -5.79631 -20.16980
H -28.31705 -4.01621 -20.33262
H -25.89410 -4.58107 -19.91806
H -26.21429 -3.87940 -21.49313
H -26.48930 -7.49315 -20.43991
H -24.95050 -6.89313 -19.91973
H -25.05540 -7.69075 -21.49561



What did the third record say?
44
Properties=species:S:1:pos:R:3 method="wB97M-V/def2-TZVPD" multiplicity=2 s2=0.7608 e_homo_ev="2.970 / 2.971" homo_lumo_gap_ha="0.125 / 0.124" charge=-3 de_lowest_ev=1.129 energy_ev=-62688.4055
Ag 3.35755 -3.00747 -25.66535
O 1.70994 -8.00929 -24.56248
C 1.62384 -6.97390 -23.70467
C 1.61559 -5.52920 -24.29864
O 2.44949 -5.23886 -25.34413
H 2.46412 -6.98176 -22.98262
H 0.77831 -7.07893 -22.98917
H 1.85299 -4.80929 -23.49377
H 0.59213 -5.24923 -24.60431
O 4.08942 -2.91299 -27.91280
C 3.93593 -1.83672 -28.79109
C 3.44237 -2.08956 -30.24562
O 4.01768 -3.09292 -30.98280
H 4.89836 -1.28923 -28.84584
H 3.19343 -1.14440 -28.33145
H 3.52682 -1.11719 -30.79841
H 2.32810 -2.23631 -30.23465
N 5.16914 -2.84434 -24.46539
S 6.48092 -2.02667 -24.53781
O 7.59937 -2.70904 -25.14182
O 6.70937 -0.99528 -23.53887
F 6.03985 -1.10365 -25.79377
S 5.65807 -3.75974 -23.12970
O 5.31129 -3.24153 -21.82911
O 6.88779 -4.51691 -23.17680
F 4.55657 -4.90433 -23.28305
C 2.49482 -1.46460 -22.80234
O 1.92269 -2.25592 -23.84401
H 2.95813 -2.11704 -22.06027
H 3.23068 -0.77378 -23.20921
H 1.70719 -0.83605 -22.36674
H 1.03112 -2.50039 -23.59158
C 2.14509 0.09686 -26.29561
O 3.32472 -0.51769 -25.84145
H 1.30101 -0.06142 -25.62390
H 2.29476 1.18527 -26.36328
H 1.82469 -0.20578 -27.29630
H 4.04905 -0.16939 -26.37508
C -0.11705 -2.61139 -26.60153
O 1.19475 -2.96046 -26.93647
H -0.22564 -2.63367 -25.51327
H -0.36684 -1.59751 -26.93755
H -0.86515 -3.33840 -26.94120
H 1.25968 -3.31152 -27.83498